Record 1
{
  "formula": "C4H10O2",
  "method": "ωB97M-V/def2-TZVPD",
  "total_charge": 0,
  "fmax_ev_per_a": 5.7,
  "gap_ha": 0.3754,
  "energy_ha": -308.691039,
  "e_homo_ev": -9.63,
  "species": ["H", "H", "C", "H", "O", "H", "H", "H", "H", "O", "C", "C", "H", "C", "H", "H"],
  "coordinates": [[1.0543, -0.9502, -1.5065], [0.2689, 0.8782, 1.5314], [-0.7522, 0.1287, -0.3666], [0.4085, -1.9861, 0.8760], [1.2412, 0.7998, -0.5543], [-0.2604, 2.2191, 0.0006], [-1.9893, -1.5383, -1.0069], [0.6198, 1.3173, -1.2117], [0.9364, -0.3890, 1.5084], [-1.7878, -0.9069, -0.2088], [0.5618, -0.4011, -0.5938], [-0.7758, 1.2138, 0.6208], [-1.7826, 1.5948, 1.0186], [1.0786, -1.2147, 0.5477], [2.2552, -1.4012, 0.5270], [-1.0767, 0.6360, -1.1821]],
  "mulliken_charge": [0.2889, 0.1980, -0.3538, 0.3393, -0.4821, 0.1996, 0.3219, 0.3270, 0.0624, -0.6284, 0.0656, -0.5719, 0.3457, -0.8608, 0.2988, 0.4497]
}

---

Record 2
{
  "formula": "C2H8IO2",
  "method": "ωB97M-V/def2-TZVPD",
  "total_charge": 0,
  "multiplicity": 2,
  "fmax_ev_per_a": 2.2,
  "gap_ha": [0.3922, 0.2266],
  "s2": 0.753,
  "energy_ha": -529.096882,
  "e_homo_ev": [-10.17, -10.15],
  "species": ["O", "O", "H", "H", "H", "H", "H", "H", "H", "I", "H", "C", "C"],
  "coordinates": [[2.0622, -1.8032, -1.1078], [-1.8876, 0.3281, 0.6171], [-1.3007, -0.1683, 1.1922], [0.9958, -0.3208, -2.0367], [1.8173, -1.5136, -0.2258], [2.6963, 0.0443, -1.6450], [-1.4543, 2.2048, 1.4454], [2.1928, -1.0794, -2.9633], [-3.1075, 1.9397, 0.8361], [0.7825, -1.6365, 2.0989], [-2.5324, 1.2617, 2.3845], [-2.2636, 1.4806, 1.3511], [1.9991, -0.7373, -1.9467]],
  "mulliken_charge": [-0.3851, -0.4002, 0.1951, 0.2371, 0.1995, 0.2517, 0.2516, 0.2196, 0.2144, 0.0076, 0.2507, -0.5221, -0.5198]
}

---

What did the first record say?
{
  "formula": "C4H10O2",
  "method": "ωB97M-V/def2-TZVPD",
  "total_charge": 0,
  "fmax_ev_per_a": 5.7,
  "gap_ha": 0.3754,
  "energy_ha": -308.691039,
  "e_homo_ev": -9.63,
  "species": ["H", "H", "C", "H", "O", "H", "H", "H", "H", "O", "C", "C", "H", "C", "H", "H"],
  "coordinates": [[1.0543, -0.9502, -1.5065], [0.2689, 0.8782, 1.5314], [-0.7522, 0.1287, -0.3666], [0.4085, -1.9861, 0.8760], [1.2412, 0.7998, -0.5543], [-0.2604, 2.2191, 0.0006], [-1.9893, -1.5383, -1.0069], [0.6198, 1.3173, -1.2117], [0.9364, -0.3890, 1.5084], [-1.7878, -0.9069, -0.2088], [0.5618, -0.4011, -0.5938], [-0.7758, 1.2138, 0.6208], [-1.7826, 1.5948, 1.0186], [1.0786, -1.2147, 0.5477], [2.2552, -1.4012, 0.5270], [-1.0767, 0.6360, -1.1821]],
  "mulliken_charge": [0.2889, 0.1980, -0.3538, 0.3393, -0.4821, 0.1996, 0.3219, 0.3270, 0.0624, -0.6284, 0.0656, -0.5719, 0.3457, -0.8608, 0.2988, 0.4497]
}